DFT (ωB97M-V/def2-TZVPD) results for C50H129F6N11O19S2 as an isolated structure in a non-equilibrium geometry.

The geometry in XYZ format:
```
217
Properties=species:S:1:pos:R:3:forces:R:3
O 11.84969 -16.60518 -24.88422 -0.351 0.825 5.463
H 11.96294 -17.24384 -25.69336 0.274 0.116 0.639
H 11.19278 -17.04865 -24.12361 1.517 1.459 -1.057
H 12.79314 -16.31740 -24.52879 -1.764 -0.623 -0.237
C 9.98103 -19.99389 -23.44037 -0.558 1.158 1.153
F 9.27524 -20.94613 -23.98643 -0.272 -0.944 -0.347
F 10.40852 -20.34556 -22.22948 -0.087 -0.281 -0.342
F 11.01407 -19.69241 -24.20122 0.811 -0.099 -0.630
S 8.91174 -18.50516 -23.25281 1.523 0.607 -0.924
O 8.38048 -18.25981 -24.55868 0.297 0.270 -0.567
O 7.99357 -18.80379 -22.22241 -0.456 0.022 1.064
N 10.10243 -17.39354 -22.90051 -1.825 -1.056 -0.673
S 9.84219 -16.76086 -21.46257 0.962 -0.404 2.192
O 8.66994 -15.97011 -21.27763 -0.402 0.366 -0.741
O 10.11633 -17.68703 -20.39360 0.333 -0.027 -0.283
C 11.25120 -15.56982 -21.43405 -2.053 0.307 -1.288
F 11.07331 -14.69246 -22.44312 0.365 -0.076 -0.509
F 11.21866 -14.88596 -20.34683 -0.103 0.781 1.761
F 12.39916 -16.15968 -21.54815 1.615 -0.885 -0.370
C 9.99256 -11.35861 -22.46164 -1.028 -0.120 -0.638
C 9.32392 -10.27240 -21.63190 0.972 1.196 -0.734
C 9.35404 -10.64978 -20.17454 -0.836 -0.357 -0.774
O 8.61995 -9.66879 -19.51057 -0.463 0.510 0.842
C 7.81185 -10.19435 -18.47233 -0.406 0.456 -0.386
N 9.91292 -8.91343 -21.91538 0.015 -0.812 0.348
H 10.79147 -11.89020 -21.94964 0.286 0.261 -0.064
H 10.28714 -10.96595 -23.43777 0.425 -0.010 0.189
H 9.22294 -12.09943 -22.70996 0.187 -0.102 0.131
H 8.27928 -10.15248 -21.93671 -0.141 -0.723 0.345
H 10.32829 -10.82462 -19.70720 0.260 0.278 -0.279
H 8.83613 -11.62003 -20.20269 -0.065 0.071 0.553
H 8.46607 -10.66111 -17.73292 -0.407 -0.410 0.114
H 7.02102 -10.81445 -18.92089 0.489 -0.523 0.272
H 7.22430 -9.40044 -18.00278 0.519 0.270 -0.019
H 9.47645 -8.25837 -21.26621 0.081 -0.112 -0.154
H 9.56616 -8.67625 -22.84302 0.218 0.215 0.163
C 3.34216 -18.54092 -20.87858 -0.094 -0.286 -0.524
C 3.62780 -17.79896 -22.18377 0.618 -0.104 0.046
C 3.80661 -16.29770 -22.01462 -0.233 0.149 -0.344
O 2.68489 -15.67798 -21.42833 -0.187 0.345 0.311
C 1.63971 -15.46228 -22.35181 0.106 0.419 0.107
N 4.84888 -18.36171 -22.78591 0.090 0.190 0.196
H 4.11143 -18.38960 -20.11481 -0.231 0.515 0.057
H 3.38204 -19.62164 -21.05334 -0.213 0.091 -0.212
H 2.33187 -18.27607 -20.56395 0.252 0.006 0.523
H 2.75099 -17.92735 -22.83026 0.291 -0.334 -0.214
H 3.95267 -15.83808 -23.00219 0.279 -0.179 -0.053
H 4.69698 -16.07515 -21.42025 -0.101 -0.031 0.245
H 1.17075 -16.40038 -22.66401 -0.096 0.111 -0.037
H 1.99473 -14.90963 -23.23697 0.069 -0.261 0.025
H 0.91591 -14.80827 -21.86419 -0.121 -0.251 0.058
H 5.57432 -18.25449 -22.07171 0.016 -0.170 -0.343
H 5.16983 -17.80218 -23.58584 -0.339 -0.043 0.365
C 13.11004 -21.10033 -21.29602 0.601 0.227 0.802
C 14.20470 -20.04649 -21.47095 -0.329 -0.079 -1.211
C 14.76438 -19.61343 -20.11918 -0.373 -0.675 -0.639
O 15.93452 -18.88658 -20.26274 0.924 1.279 -0.159
C 15.68886 -17.48123 -20.53034 0.042 -1.576 -0.262
N 15.28215 -20.56867 -22.36923 0.120 -0.366 1.263
H 13.39856 -21.84423 -20.53787 0.063 0.100 -0.140
H 12.91028 -21.64444 -22.21422 -0.228 0.224 -0.175
H 12.24301 -20.57376 -20.90873 -0.287 -0.315 -0.122
H 13.71294 -19.21002 -21.99634 0.322 0.032 0.123
H 15.03827 -20.57044 -19.66861 -0.035 0.238 0.680
H 14.03394 -19.03395 -19.54985 -0.218 -0.326 0.273
H 15.52373 -16.97824 -19.58064 0.013 0.249 -0.238
H 14.84592 -17.42075 -21.23040 -0.088 0.345 0.270
H 16.56525 -17.11810 -21.05908 0.176 0.222 0.239
H 15.44621 -21.51915 -21.99780 -0.009 0.306 -0.574
H 16.15564 -20.09441 -22.09435 -0.468 0.018 -0.267
C 4.35421 -11.58393 -23.18266 -1.659 1.234 0.136
C 4.48673 -11.22788 -21.69023 1.524 0.174 -0.725
C 5.25627 -12.32876 -21.00541 -0.901 -0.034 1.988
O 6.51652 -12.40771 -21.57832 0.918 -0.813 -0.991
C 7.24889 -13.49281 -21.06441 0.922 -0.339 0.874
N 5.31939 -10.02622 -21.47552 0.242 0.833 -0.795
H 5.23885 -11.94457 -23.69046 -0.048 -0.128 0.365
H 4.03927 -10.63791 -23.65139 0.197 -0.239 -0.258
H 3.48407 -12.23183 -23.32191 0.300 -0.402 -0.114
H 3.50436 -11.07400 -21.25741 -0.069 -0.084 0.200
H 4.65807 -13.25223 -20.95670 0.378 -0.283 -0.693
H 5.44132 -12.11238 -19.93833 -0.426 0.332 -0.046
H 7.40916 -13.38326 -19.97110 -0.694 -0.259 -0.168
H 8.29304 -13.54514 -21.38736 -0.327 0.537 -0.731
H 6.84098 -14.47386 -21.32441 -0.368 0.202 0.221
H 4.92239 -9.16034 -21.85857 -0.460 -0.527 0.316
H 6.13748 -10.12481 -22.08844 -0.063 -0.240 0.603
C 5.17434 -14.31928 -26.24966 -0.316 0.354 -0.026
C 6.29992 -15.21022 -25.78352 -0.352 -1.550 -0.484
C 7.23967 -14.63687 -24.75197 0.328 0.413 0.627
O 7.93082 -13.49075 -25.23067 0.628 -1.053 -0.446
C 7.29489 -12.27995 -25.03051 -0.366 0.826 -0.097
N 5.73215 -16.50044 -25.26571 1.069 0.083 0.201
H 4.71516 -13.76066 -25.42851 0.075 -0.124 0.062
H 4.37818 -14.92041 -26.69182 0.083 -0.027 -0.126
H 5.51309 -13.59491 -26.99225 -0.024 -0.046 0.006
H 6.93450 -15.50715 -26.63545 -0.051 0.575 -0.103
H 8.01390 -15.38004 -24.52751 -0.059 0.038 -0.035
H 6.76281 -14.39261 -23.78513 -0.227 -0.119 -0.322
H 7.93860 -11.49731 -25.43000 0.239 0.031 0.212
H 7.10888 -12.12033 -23.96377 0.024 0.166 -0.056
H 6.36379 -12.18266 -25.60098 -0.064 -0.094 0.230
H 5.33879 -17.05577 -26.02844 -0.097 0.371 0.060
H 6.57492 -17.04193 -25.02232 -0.516 0.004 0.137
C 15.08951 -13.16263 -16.73804 -0.439 0.119 -0.132
C 14.32364 -14.33906 -17.32814 0.174 -0.552 -0.279
C 12.85034 -14.01664 -17.54252 0.089 0.561 1.061
O 12.04805 -15.12723 -17.82882 0.796 -0.118 -1.267
C 12.09638 -16.12861 -16.85921 -0.474 -0.769 0.260
N 14.93397 -14.95776 -18.54817 -0.927 0.686 -0.136
H 16.15224 -13.38339 -16.68352 0.042 0.009 0.075
H 14.67929 -13.01024 -15.73563 0.303 0.043 0.031
H 14.94402 -12.20777 -17.25586 0.047 -0.211 -0.247
H 14.35939 -15.10573 -16.54999 0.253 0.015 -0.195
H 12.77235 -13.28914 -18.35111 -0.299 -0.066 -0.139
H 12.44296 -13.57309 -16.61791 0.204 0.315 -0.084
H 11.38826 -15.84548 -16.08064 -0.012 -0.434 0.368
H 13.07454 -16.36071 -16.43358 0.026 0.422 0.042
H 11.82604 -17.06651 -17.34504 -0.538 0.093 0.059
H 14.93578 -14.23950 -19.28972 0.239 -0.168 0.439
H 14.21287 -15.60230 -18.91160 0.379 0.185 0.359
C 14.67351 -14.75686 -23.07725 -1.711 0.124 0.075
O 14.32604 -15.75149 -24.05879 0.215 0.345 0.112
C 15.44855 -16.27496 -24.77498 0.412 0.649 1.222
C 14.99158 -17.03119 -25.95940 -0.072 -0.458 -1.092
N 14.15829 -18.14121 -25.61975 -0.669 -0.421 -0.614
C 13.71985 -18.95922 -26.77290 0.009 -0.910 2.328
C 12.68627 -18.26894 -27.64221 1.768 -0.128 -0.991
O 11.92568 -17.35838 -26.86459 0.440 -2.075 -4.163
C 10.71139 -16.98199 -27.46923 -0.828 1.727 0.377
H 15.16241 -15.15798 -22.18349 0.551 -0.117 -0.505
H 13.70840 -14.40003 -22.68949 0.230 -0.034 -0.254
H 15.13855 -13.88125 -23.53760 0.453 -0.343 0.070
H 16.01124 -16.89226 -24.05788 0.076 -0.124 -0.308
H 16.10089 -15.44876 -25.08034 -0.052 -0.029 -0.023
H 15.85457 -17.37417 -26.55262 0.197 0.342 0.069
H 14.37886 -16.39601 -26.61024 0.299 0.303 0.009
H 14.52287 -18.70507 -24.86679 0.145 -0.259 -0.034
H 13.24578 -19.80067 -26.24939 -0.130 -0.051 -0.408
H 14.55008 -19.42837 -27.33343 -0.265 0.558 -0.252
H 12.13089 -19.04574 -28.17837 -0.529 0.272 0.358
H 13.22712 -17.71255 -28.42989 -0.417 0.171 0.226
H 9.94266 -17.72999 -27.29958 -0.014 -0.249 -0.513
H 10.87966 -16.62944 -28.48871 -0.082 -0.695 -0.155
H 10.38319 -16.06604 -26.95801 0.041 -0.316 0.159
C 6.34809 -21.58236 -20.68787 -0.131 0.189 -0.243
O 6.26359 -21.02133 -19.40897 -0.384 0.846 0.488
C 6.87249 -19.70956 -19.32428 1.732 -1.262 -0.081
C 6.89039 -19.32782 -17.85891 -1.666 -1.266 0.664
N 5.71892 -18.55750 -17.40037 0.424 0.549 -0.006
C 5.90074 -17.10745 -17.44003 0.218 -0.243 -0.221
C 6.84323 -16.59398 -16.36539 -1.235 2.042 1.080
O 8.21388 -16.41484 -16.61548 0.627 -1.480 1.128
C 8.51424 -16.03289 -17.89834 -0.495 1.050 -1.717
H 7.38323 -21.88106 -20.89994 -0.034 0.222 -0.307
H 5.94543 -20.86926 -21.42335 0.344 -0.195 -0.217
H 5.73209 -22.48028 -20.72446 -0.054 -0.021 0.185
H 6.40891 -19.00281 -20.02219 -0.031 0.004 0.169
H 7.93944 -19.86046 -19.60129 -0.468 0.351 -0.382
H 7.84710 -19.01930 -17.44823 -0.060 0.749 -0.266
H 6.71860 -20.30120 -17.38040 0.372 -0.040 -0.009
H 4.95772 -18.80260 -18.02531 -0.087 -0.055 0.198
H 4.95693 -16.60475 -17.21558 -0.123 -0.299 -0.180
H 6.22647 -16.77439 -18.43861 -0.170 0.196 0.171
H 6.62386 -17.07842 -15.40421 0.818 -0.796 -0.417
H 6.47240 -15.58594 -16.05614 0.016 -0.027 -0.719
H 9.56600 -15.81597 -18.06662 0.181 -0.255 0.538
H 7.97867 -15.10077 -18.15782 0.010 0.026 0.014
H 8.19806 -16.74958 -18.65902 0.231 -0.210 0.044
C 1.54152 -25.15618 -24.56964 -0.498 -0.342 -0.083
O 2.76805 -24.71085 -24.06908 -0.069 0.297 0.037
C 2.90937 -23.30804 -24.11470 0.653 0.449 1.063
C 3.10344 -22.72218 -25.49944 0.915 -1.149 -0.274
N 2.82251 -21.32331 -25.50427 0.179 1.428 -0.330
C 3.79084 -20.55805 -24.69002 -0.391 -0.564 0.273
C 5.23318 -20.59060 -25.16830 -0.666 0.860 0.576
O 5.29968 -19.76292 -26.32532 0.542 0.103 -0.474
C 6.59234 -19.72155 -26.89365 0.951 -2.460 -0.484
H 1.54987 -25.24888 -25.65874 -0.081 0.066 -0.062
H 0.72591 -24.49402 -24.26366 -0.031 0.057 -0.077
H 1.33745 -26.14079 -24.15176 0.096 -0.061 0.007
H 3.77832 -23.14450 -23.46764 0.040 0.166 -0.283
H 2.11952 -22.72409 -23.60873 -0.388 -0.609 -0.189
H 2.50078 -23.30977 -26.19325 -0.354 0.445 -0.124
H 4.14139 -22.93242 -25.80689 -0.074 -0.171 -0.047
H 2.91715 -20.91081 -26.43242 -0.310 -0.479 -0.004
H 3.75065 -20.96650 -23.67593 0.121 0.277 -0.002
H 3.45614 -19.52700 -24.63490 -0.008 0.069 0.006
H 5.51414 -21.63754 -25.33146 0.506 0.255 -0.326
H 5.82128 -20.10468 -24.38074 0.234 -0.450 0.003
H 7.43249 -19.47764 -26.22761 -0.658 0.813 0.112
H 6.63116 -19.22299 -27.86247 -0.383 0.636 0.400
H 6.91313 -20.76257 -27.18182 -0.496 0.338 0.104
C 13.98138 -24.11850 -25.07673 -0.874 -0.860 -1.088
O 13.10049 -23.95030 -26.21704 0.444 0.086 1.328
C 11.89819 -24.72872 -26.12264 0.426 0.667 -1.077
C 10.71197 -23.82293 -25.81985 -0.795 -0.011 0.738
N 9.43843 -24.52729 -25.97353 -0.598 -0.393 -0.557
C 9.32953 -25.68197 -25.09283 1.007 0.332 0.353
C 7.90342 -25.98503 -24.71511 -0.287 1.141 0.349
O 7.39579 -24.79681 -24.05756 0.510 -0.881 -0.452
C 6.02042 -24.62843 -24.21065 -1.035 1.091 0.345
H 14.84337 -23.47682 -25.19877 -0.012 0.277 -0.027
H 14.31546 -25.16712 -25.11610 0.107 0.228 0.406
H 13.45407 -23.92506 -24.14007 0.109 0.096 0.039
H 11.97919 -25.58195 -25.44066 0.182 0.194 0.009
H 11.81426 -25.09124 -27.15608 -0.523 -0.330 0.322
H 10.74763 -22.97514 -26.50636 -0.014 -0.053 0.018
H 10.70935 -23.42825 -24.78072 0.708 -0.022 -0.242
H 8.65269 -23.94869 -25.68685 0.380 0.417 -0.224
H 9.88792 -25.42896 -24.16605 -0.240 -0.410 0.066
H 9.83808 -26.53645 -25.54847 -0.266 -0.159 0.103
H 7.86816 -26.81478 -24.00762 -0.158 -0.230 -0.239
H 7.26144 -26.12040 -25.59022 0.212 -0.508 -0.060
H 5.62921 -24.74814 -25.22981 0.420 -0.182 -0.094
H 5.83322 -23.58289 -23.93911 -0.027 -0.107 -0.026
H 5.36402 -25.21853 -23.55867 0.428 -0.321 0.055
```
Forces are in eV/Å.

Results
LUMO level (eV): 0.091
Molar mass (g/mol): 1366.76
HOMO energy (eV): -8.07
Frontier orbital gap (Ha): 0.3000

Atom charges from the Löwdin analysis, given in e for atoms 1 to 5: number 1, O, carries 0.07; number 2, H, carries -0.06; number 3, H, carries 0.13; number 4, H, carries 0.13; number 5, C, carries -0.71